Below is a molecular structure, C17H45BeBr3ClCsFIN3O12PSSi2V in a non-equilibrium geometry, with properties calculated with ωB97M-V/def2-TZVPD.

```
90
Properties=species:S:1:pos:R:3:forces:R:3:mulliken_charge:R:1
C 8.3297 -2.4838 -0.5089 0.80 0.10 0.82 -1.00
C 7.2417 -3.3376 0.2600 0.78 -0.08 -0.59 -0.36
C 5.9059 -3.6298 -0.5422 1.20 -1.63 0.96 -0.59
I 6.2399 -3.9923 -2.6833 -0.42 0.21 1.01 0.16
N 4.7910 -2.6433 -0.3006 3.76 1.66 -2.72 -0.28
S 5.2054 -0.9606 -0.5540 -1.93 6.79 3.18 0.98
O 3.8981 -0.2205 -0.5313 2.75 -2.91 -1.39 -0.48
O 6.0168 -0.4211 0.5817 -0.76 -2.70 -3.72 -0.51
F 5.8727 -0.6532 -2.0379 -0.81 -1.06 2.39 -0.21
H 8.7784 -3.0191 -1.4003 -0.87 0.66 0.95 0.34
H 9.1992 -2.3560 0.2136 -1.03 -0.10 -0.79 0.34
H 8.0051 -1.4340 -0.7634 0.28 -1.26 0.07 0.26
H 7.7191 -4.3454 0.4700 -0.83 1.03 -0.36 0.34
H 7.0614 -2.8751 1.2742 -0.24 -0.39 -1.14 0.34
H 5.5225 -4.6300 -0.1594 0.17 1.17 -0.73 0.24
H 4.4031 -2.7190 0.7306 -0.34 -0.13 -0.19 0.47
H 3.9730 -2.9035 -0.8968 0.28 0.39 0.37 0.54
Br 2.9470 -3.7893 0.7571 -3.17 -1.78 1.84 -0.60
C -1.6023 -1.1030 1.1635 -0.26 -0.28 -0.42 -0.91
N -1.7811 -1.1860 -0.3468 0.23 0.05 0.07 0.70
C -3.2705 -1.2682 -0.6417 5.80 0.50 -2.87 -2.49
C -1.1125 -2.4330 -0.8610 -0.05 0.35 0.10 -0.82
C -1.2346 0.0729 -1.0403 0.25 -0.04 0.42 -0.06
C 0.2612 0.2868 -0.8674 0.34 -0.07 0.19 -0.94
O 0.5920 0.4214 0.5048 0.07 -0.13 -0.02 -0.33
H -2.2294 -1.8715 1.6250 0.10 0.01 -0.10 0.41
H -0.5657 -1.3080 1.4143 -0.10 0.22 -0.06 0.32
H -1.9136 -0.1132 1.4980 0.16 -0.03 -0.02 0.31
H -3.6753 -2.1610 -0.1581 7.19 0.84 -5.07 1.50
H -3.4059 -1.3296 -1.7237 0.16 0.27 0.18 1.09
H -3.7521 -0.3708 -0.2429 0.66 0.19 -0.41 -0.71
H -0.0564 -2.4079 -0.5946 -0.07 -0.07 0.00 0.33
H -1.2354 -2.4692 -1.9434 0.01 -0.02 0.08 0.33
H -1.5869 -3.2965 -0.3935 0.07 0.04 -0.03 0.40
H -1.7902 0.9167 -0.6233 0.02 -0.08 -0.01 -0.16
H -1.4754 -0.0228 -2.1009 -0.01 -0.02 0.09 0.36
H 0.5530 1.2047 -1.3863 -0.31 -0.08 -0.28 0.50
H 0.8349 -0.5401 -1.2962 -0.05 0.02 -0.19 0.50
H 1.5592 0.4547 0.5699 -0.11 0.06 0.06 0.22
C 5.3662 -7.3964 0.2047 -0.49 -0.39 -3.21 0.89
O 5.5848 -7.3113 1.4791 1.28 -0.29 0.71 -0.59
O 4.5785 -8.4481 -0.0805 -1.04 1.37 0.83 -0.39
O 5.7571 -6.6783 -0.7163 0.01 0.42 1.62 -0.53
H 4.5232 -8.6881 0.8982 -1.60 -0.92 -2.07 0.29
Br 1.5390 -2.3597 5.8977 -0.03 0.12 -0.01 -0.13
C 0.6382 -0.9101 4.9586 -0.04 -0.31 0.09 -0.61
C 1.2099 -0.7129 3.5771 0.03 0.26 -0.06 -0.10
Br 2.9178 0.2191 3.6422 -0.06 -0.14 -0.14 -0.11
H 0.7201 -0.0254 5.5869 0.02 -0.04 -0.14 0.42
H -0.4074 -1.2151 4.9020 0.05 0.05 -0.04 0.33
H 0.5602 -0.0715 2.9805 0.03 0.03 0.11 -0.08
H 1.3794 -1.6484 3.0434 0.04 0.01 0.13 0.29
Be -5.4789 -0.0606 -1.3677 -1.72 1.38 -1.11 0.16
Cl 5.9083 -9.4950 1.6785 1.74 -0.15 1.89 -0.19
O -10.4662 -1.1925 0.6185 -0.26 0.67 -0.22 -0.41
P -9.5257 -0.0340 0.2810 1.84 -0.28 -0.03 0.82
O -8.1656 -0.2726 0.9398 0.31 -0.16 0.28 -0.53
O -10.1460 1.2660 0.7924 -0.37 -0.54 -0.04 -0.38
O -9.3444 0.0670 -1.2354 -0.67 -0.10 -0.07 -0.45
Cs -5.0064 -2.0416 0.7433 -12.88 -2.44 9.49 1.15
O 6.8230 -12.5502 -2.6100 0.34 2.64 0.96 -0.95
V 6.9328 -10.9605 -1.9124 -0.48 -0.15 0.55 1.42
O 7.0698 -9.3528 -1.2547 0.20 -2.31 -1.21 -0.91
C -4.1662 2.6594 -1.3628 0.08 -0.82 -0.06 -0.97
Si -3.1853 4.2537 -1.0630 -1.97 2.75 0.62 0.05
C -2.1808 4.5813 -2.6197 0.40 -0.69 -0.13 -1.07
C -1.9904 3.9034 0.3524 0.30 -0.71 -0.14 -0.37
N -4.2975 5.4975 -0.7075 1.68 -0.27 -0.11 -0.22
Si -3.7915 7.1067 -0.3750 -1.31 -1.95 -0.38 0.16
C -2.8863 7.9059 -1.8177 0.25 0.50 0.09 -1.05
C -2.7020 7.2324 1.1548 0.20 0.46 0.12 -1.05
C -5.3336 8.1485 -0.0453 0.33 0.23 0.06 -1.02
H -3.4774 1.8301 -1.5895 -0.01 -0.12 -0.13 0.03
H -4.7481 2.3927 -0.4731 -0.04 0.16 0.07 0.29
H -4.8503 2.7775 -2.2067 -0.01 0.06 0.04 0.50
H -1.6581 3.6690 -2.9391 0.11 0.02 -0.16 0.37
H -1.4212 5.3472 -2.4535 -0.07 0.02 0.01 0.31
H -2.8270 4.9010 -3.4392 -0.02 0.03 0.08 0.26
H -2.5255 3.8144 1.3007 -0.03 0.08 -0.04 0.24
H -1.2387 4.6881 0.4472 -0.04 0.00 0.01 0.34
H -1.4532 2.9591 0.1784 0.21 -0.04 0.14 -0.34
H -1.8772 7.5030 -1.9362 -0.03 -0.01 -0.05 0.31
H -2.7853 8.9852 -1.6528 0.04 0.01 -0.07 0.36
H -3.4328 7.7600 -2.7517 -0.01 -0.07 0.04 0.26
H -3.1405 6.6833 1.9914 -0.01 -0.03 -0.07 0.25
H -2.5938 8.2793 1.4599 0.06 -0.01 0.07 0.36
H -1.6979 6.8433 0.9697 0.00 -0.03 0.03 0.31
H -5.8871 7.7561 0.8110 0.00 -0.03 -0.05 0.26
H -5.9914 8.1486 -0.9168 0.00 -0.05 0.02 0.25
H -5.0517 9.1838 0.1728 -0.11 0.07 0.02 0.28
```
Forces are in eV/Å.

Summary:
Total energy: -343363.749 eV
E_HOMO: -4.67 eV
Spin multiplicity: 1
Total charge: -1
F_max: 16.2 eV/A

Below is C5H10O2 in the gas phase, with properties calculated with ωB97M-V/def2-TZVPD.

```
17
Properties=species:S:1:pos:R:3:forces:R:3:mulliken_charge:R:1
C 0.3760 -0.9286 2.0654 -0.02 -0.02 0.05 -1.31
C 0.8484 -0.2769 0.7688 -0.06 0.24 0.18 -0.05
O 1.5815 -1.1828 -0.0336 -0.10 -0.19 -0.09 -0.57
C -0.3395 0.2613 -0.0362 0.10 0.12 0.12 0.13
C 0.0694 0.9407 -1.3202 -0.07 0.12 -0.06 -0.36
C -0.7897 1.6550 -2.0422 0.14 -0.03 0.07 -0.73
O -1.1316 -0.8932 -0.3244 -0.27 -0.09 -0.16 -0.52
H 1.2051 -1.4524 2.5487 -0.08 0.11 -0.08 0.35
H -0.0208 -0.1822 2.7622 0.05 -0.06 -0.10 0.34
H -0.4201 -1.6484 1.8530 0.14 0.05 0.05 0.29
H 1.5370 0.5463 0.9927 -0.11 -0.05 -0.05 0.45
H 0.9257 -1.8059 -0.3793 0.14 -0.01 0.00 0.40
H -0.9178 0.9617 0.5870 0.06 -0.12 -0.08 0.32
H 1.0914 0.7695 -1.6541 -0.16 0.06 -0.01 0.32
H -1.6855 -0.6858 -1.0857 0.08 -0.07 0.06 0.38
H -0.5111 2.1113 -2.9871 -0.01 -0.09 0.11 0.28
H -1.8183 1.8103 -1.7151 0.17 0.01 0.01 0.27
```
Forces are in eV/Å.

Summary:
Total energy: -9441.265 eV
E_HOMO: -10.16 eV
Spin multiplicity: 1
ΔE to the lowest compared entry with this formula, charge and spin: 171.55 kJ/mol
F_max: 0.3 eV/A

Q: Among the records above, which one has the highest F_max?
A: C17H45BeBr3ClCsFIN3O12PSSi2V